C5H8ClN2P | ωB97M-V with the def2-TZVPD basis set

Structure (ORCA input):
```
! wB97M-V def2-TZVPD RIJCOSX def2/J DEFGRID3
* xyz 0 1
C -1.551 0.459 0.229
C -0.306 1.050 0.302
C -0.170 -1.384 -1.105
C -0.440 2.359 0.969
C 2.218 -1.010 -1.149
N 0.823 0.642 -0.307
N 0.887 -0.628 -0.822
P -2.495 -0.415 1.344
Cl 0.112 -2.919 -1.612
H -0.572 3.146 0.114
H -1.370 2.338 1.532
H 0.310 2.503 1.687
H 2.863 -0.225 -1.070
H 2.655 -1.779 -0.517
H 2.151 -1.521 -2.186
H -1.757 -1.366 1.940
H -3.357 -1.250 0.650
*
```

maximum force	0.0885	hartree/bohr
HOMO	-8.05	eV
E_LUMO	-0.387	eV
DFT total energy	-30099.421	eV
frontier orbital gap	7.665	eV



C5H8ClN4O2 | ωB97M-V with the def2-TZVPD basis set

Structure (ORCA input):
```
! wB97M-V def2-TZVPD RIJCOSX def2/J DEFGRID3
* xyz 1 1
C -1.200 -1.861 0.432
C -2.281 -0.075 -0.369
C 0.568 -0.789 -0.865
C 0.382 0.393 0.051
C 2.324 1.785 -0.060
N -2.313 -1.301 -0.369
N -0.008 -2.008 -0.303
N 1.028 1.403 0.378
N -0.965 0.318 0.701
O -0.980 -0.869 1.423
O -1.286 1.372 1.447
Cl -3.050 1.199 -0.994
H -1.515 -2.788 0.915
H 0.130 -0.521 -1.841
H 1.635 -0.976 -1.005
H 2.281 2.851 -0.286
H 3.007 1.669 0.783
H 2.693 1.224 -0.919
H 0.013 -2.797 -0.933
H -0.464 1.772 1.814
*
```

maximum force	0.0453	hartree/bohr
HOMO	-14.15	eV
E_LUMO	-3.737	eV
DFT total energy	-27880.973	eV
SMILES	C/N=C1\CN[C@@H]2N=C(Cl)[N@@+]1(O)O2
frontier orbital gap	10.409	eV



C5H8ClNSi | ωB97M-V with the def2-TZVPD basis set

Structure (ORCA input):
```
! wB97M-V def2-TZVPD RIJCOSX def2/J DEFGRID3
* xyz 0 1
C -2.518 -2.501 -0.192
C 1.314 0.724 -0.503
C -1.422 -1.796 -0.023
C -0.106 1.147 -0.406
C 2.116 1.419 0.584
N 3.198 0.946 0.999
Si -1.407 0.040 -0.144
Cl -3.223 0.844 0.295
H -2.533 -3.583 -0.140
H -3.393 -1.878 -0.366
H 1.762 1.037 -1.445
H 1.455 -0.253 -0.311
H -0.401 -2.301 0.039
H -0.494 2.106 -0.692
H 1.929 2.442 0.761
H 3.722 1.607 1.544
*
```

maximum force	0.0788	hartree/bohr
HOMO	-8.04	eV
E_LUMO	0.238	eV
DFT total energy	-27203.073	eV
SMILES	[H]/N=C/C/C=[Si](/Cl)C=C
frontier orbital gap	8.280	eV



C5H8F2I2N2O2S | ωB97M-V with the def2-TZVPD basis set

Structure (ORCA input):
```
! wB97M-V def2-TZVPD RIJCOSX def2/J DEFGRID3
* xyz 0 1
C -0.297 -0.793 1.331
C 0.744 -1.537 0.307
I -0.250 -1.827 -1.658
C 2.226 -0.845 0.195
I 2.605 0.680 1.776
N 2.581 -0.352 -1.198
F 3.950 -0.176 -1.154
S 1.955 1.244 -1.529
O 0.560 1.543 -0.930
O 1.776 1.324 -3.095
F 3.163 2.420 -1.150
H -0.083 -1.120 2.450
H -1.379 -1.237 1.087
H -0.392 0.365 1.195
H 0.892 -2.643 0.731
H 3.012 -1.710 0.437
C -3.607 1.255 -0.010
C -3.330 -0.112 0.594
N -3.101 -1.246 1.096
H -3.572 2.021 0.769
H -2.856 1.485 -0.770
H -4.597 1.264 -0.474
*
```

maximum force	0.2024	hartree/bohr
HOMO	-9.60	eV
E_LUMO	-1.467	eV
DFT total energy	-44853.615	eV
SMILES	C[C@@H](I)[C@H](I)N(F)S(=O)(=O)F.CC#N
frontier orbital gap	8.131	eV



C5H8F4N3O | ωB97M-V with the def2-TZVPD basis set

Structure (ORCA input):
```
! wB97M-V def2-TZVPD RIJCOSX def2/J DEFGRID3
* xyz 1 1
N 2.580 1.246 -0.545
C 1.613 0.343 -0.647
N 1.873 -1.032 -0.584
C 1.167 -1.560 0.610
O -0.192 -1.210 0.627
C -0.343 0.137 0.505
C -1.824 0.560 0.593
F -2.191 0.224 1.829
F -1.876 1.889 0.469
C -2.783 -0.174 -0.401
F -2.102 -0.779 -1.375
F -3.526 -1.045 0.273
N 0.321 0.672 -0.764
H 3.189 1.202 0.266
H 2.745 2.003 -1.198
H 1.514 -1.479 -1.427
H 1.210 -2.648 0.553
H 1.729 -1.272 1.508
H 0.154 0.677 1.335
H -3.483 0.561 -0.818
H 0.225 1.687 -0.810
*
```

maximum force	0.0372	hartree/bohr
HOMO	-15.21	eV
E_LUMO	-5.589	eV
DFT total energy	-22694.072	eV
SMILES	NC1=[NH+][C@@H](C(F)(F)C(F)F)OCN1
frontier orbital gap	9.617	eV



C5H8FKO4 | ωB97M-V with the def2-TZVPD basis set

Structure (ORCA input):
```
! wB97M-V def2-TZVPD RIJCOSX def2/J DEFGRID3
* xyz 0 1
C 0.705 0.533 -1.439
O -0.529 0.530 -0.726
C 0.563 1.405 -2.663
H 1.527 0.879 -0.794
H 1.014 -0.490 -1.705
H 1.540 1.503 -3.156
H -0.147 0.967 -3.376
H 0.208 2.407 -2.387
C 0.465 0.266 1.591
O 0.375 -0.783 0.723
C -0.954 -0.704 0.189
C -1.745 -0.117 1.369
O -0.736 0.640 2.049
O 1.388 0.146 2.406
F -0.643 -3.295 1.652
H -1.269 -1.573 -0.407
H -2.548 0.559 1.061
H -2.157 -0.880 2.038
K 2.943 -1.992 3.577
*
```

maximum force	0.1452	hartree/bohr
HOMO	-7.09	eV
E_LUMO	-1.199	eV
DFT total energy	-32544.103	eV
frontier orbital gap	5.890	eV



C5H8FN2 | ωB97M-V with the def2-TZVPD basis set

Structure (ORCA input):
```
! wB97M-V def2-TZVPD RIJCOSX def2/J DEFGRID3
* xyz 1 1
C 1.025 0.442 -0.741
C -0.083 1.236 -0.398
C -0.553 -0.678 0.647
C 1.697 -1.880 -0.199
C -2.096 1.220 0.977
N 0.820 -0.802 -0.283
N -0.967 0.521 0.365
F -1.051 -1.729 1.169
H 1.698 0.907 -1.367
H -0.184 2.402 -0.574
H 2.696 -1.671 -0.759
H 1.938 -2.158 0.883
H 1.312 -2.912 -0.645
H -2.304 2.193 0.310
H -3.092 0.552 0.765
H -2.023 1.244 2.086
*
```

maximum force	0.1460	hartree/bohr
HOMO	-13.52	eV
E_LUMO	-3.989	eV
DFT total energy	-11002.660	eV
SMILES	Cn1cc[n+](C)c1F
frontier orbital gap	9.533	eV



C5H8FNO | ωB97M-V with the def2-TZVPD basis set

Structure (ORCA input):
```
! wB97M-V def2-TZVPD RIJCOSX def2/J DEFGRID3
* xyz 0 1
C -0.791 0.510 0.070
C -0.670 -0.683 1.027
C 0.516 -1.435 0.260
C 0.730 0.750 -0.185
C -0.241 1.837 -0.283
H -0.866 -0.232 -1.759
H -1.601 -1.323 1.000
H -0.418 -0.367 2.045
H 0.090 -2.330 -0.185
H 1.372 -1.665 0.939
H 1.908 -0.598 -1.136
H 1.241 0.850 0.754
H -0.668 2.255 -1.211
N 0.938 -0.503 -0.845
O -1.505 0.083 -1.101
F -0.036 2.853 0.612
*
```

maximum force	0.0440	hartree/bohr
HOMO	-8.95	eV
E_LUMO	0.891	eV
DFT total energy	-11565.889	eV
SMILES	O[C@@]12CCN[C@H]1[C@@H]2F
frontier orbital gap	9.842	eV



Question: Which formula does entry 4 have?
Answer: C5H8F2I2N2O2S



Question: frontier orbital gap of number 1 (C5H8ClN2P)?
Answer: 7.665 eV